Entry from the Open Molecules 2025 dataset: C32H24BaCl3N4O3 as an isolated structure at a distorted geometry (wB97M-V/def2-TZVPD).

Structure (XYZ):
```
67
Properties=species:S:1:pos:R:3:forces:R:3:mulliken_charge:R:1
Ba -0.285 -0.107 -0.030 -0.6 -0.2 -1.2 3.0785
O 0.488 -2.220 0.455 1.0 -2.5 0.4 -0.2159
C 0.998 -3.317 0.061 -0.1 0.2 -0.4 -0.0862
C 1.464 -4.313 0.967 -0.1 -0.1 0.0 -0.7955
C 1.951 -5.520 0.529 0.0 0.0 0.1 -0.3265
C 2.046 -5.830 -0.836 -0.1 0.1 0.0 -0.8354
C 1.662 -4.861 -1.739 0.1 -0.1 0.0 -0.4080
C 1.160 -3.616 -1.340 0.0 0.2 -0.4 0.9023
C 0.918 -2.651 -2.422 0.1 -0.2 0.3 -1.0116
N 0.489 -1.458 -2.307 0.0 0.3 -0.4 0.4597
C 0.358 -0.607 -3.487 0.1 -0.1 0.2 -0.9033
C 0.908 0.812 -3.230 -0.3 0.0 0.1 -0.9584
N 0.130 1.476 -2.187 0.1 -0.1 -0.5 0.2650
C -0.303 2.661 -2.357 -0.2 0.1 0.2 -0.9413
C -1.137 3.439 -1.427 0.3 -0.1 -0.2 0.9664
C -1.202 4.814 -1.674 0.0 0.1 0.0 -0.5933
C -1.909 5.682 -0.868 0.0 -0.1 0.0 -0.7755
C -2.600 5.142 0.227 0.0 0.0 0.0 -0.4297
C -2.590 3.795 0.491 0.1 0.1 -0.1 -0.5787
C -1.860 2.874 -0.315 0.1 -0.2 -0.4 0.2108
O -1.864 1.621 -0.074 -1.4 1.7 -0.1 -0.6106
H 1.401 -4.081 2.023 0.0 0.0 0.0 0.3360
H 2.279 -6.249 1.264 0.0 0.0 0.0 0.3614
H 2.425 -6.788 -1.166 0.0 0.0 0.0 0.3744
H 1.755 -5.047 -2.806 0.0 0.0 0.0 0.2923
H 1.176 -3.036 -3.423 0.0 0.0 0.0 0.0196
H -0.706 -0.487 -3.722 0.0 -0.1 0.0 0.2059
H 0.840 -1.059 -4.366 0.1 0.1 0.0 0.4474
H 0.885 1.375 -4.175 0.0 0.0 0.0 0.4388
H 1.949 0.729 -2.907 0.0 0.0 0.0 0.2698
H -0.043 3.204 -3.280 0.0 0.0 0.0 0.0902
H -0.657 5.204 -2.530 0.0 0.0 0.0 0.2892
H -1.926 6.744 -1.071 0.0 0.0 0.0 0.3784
H -3.160 5.804 0.880 0.0 0.0 0.0 0.3552
H -3.129 3.381 1.335 0.0 0.0 0.0 0.3791
C -2.317 -0.389 4.428 0.0 0.0 0.0 -0.9161
C -3.351 -1.307 4.402 0.0 0.0 0.0 -0.4614
C -3.723 -1.875 3.195 0.0 0.0 0.1 -0.9435
C -3.037 -1.504 2.043 -0.1 -0.1 -0.3 0.3568
N -2.027 -0.639 2.077 -0.2 -0.1 0.3 0.3697
C -1.678 -0.087 3.234 -0.2 -0.1 0.0 -0.5455
C -3.399 -2.069 0.692 0.1 0.1 0.3 0.7318
C -4.590 -2.759 0.495 0.0 0.0 0.0 -0.9963
C -4.860 -3.292 -0.753 -0.1 0.0 0.0 -0.4479
C -3.938 -3.124 -1.769 0.0 0.0 -0.1 -0.9518
C -2.788 -2.401 -1.493 0.0 0.1 0.1 -0.1191
N -2.527 -1.877 -0.301 -0.3 -0.2 0.1 0.4670
H -2.000 0.076 5.351 0.0 0.0 0.0 0.4577
H -3.867 -1.585 5.313 0.0 0.0 0.0 0.4009
H -4.518 -2.605 3.160 0.0 0.0 0.0 0.3131
H -0.858 0.622 3.203 0.0 0.0 0.0 0.6247
H -5.303 -2.865 1.300 0.0 0.0 0.0 0.3373
H -5.784 -3.831 -0.921 0.0 0.0 0.0 0.3997
H -4.103 -3.535 -2.756 0.0 0.0 0.0 0.4377
H -2.036 -2.230 -2.254 0.0 0.0 0.0 0.2484
Cl 3.587 3.427 6.152 -0.1 -0.1 -0.1 -0.2729
C 2.842 2.668 4.753 0.0 0.1 0.1 0.5067
C 2.682 1.297 4.723 0.0 0.0 0.0 -0.7769
C 2.095 0.711 3.615 0.1 -0.2 0.2 0.9406
Cl 1.885 -1.021 3.607 0.0 0.1 -0.1 -0.1794
C 1.646 1.436 2.486 -0.2 0.0 -0.2 -1.3632
O 1.084 0.888 1.472 1.7 1.2 2.0 -0.7469
C 1.832 2.838 2.600 0.1 0.3 0.0 0.6005
Cl 1.279 3.841 1.289 0.0 -0.1 0.0 -0.1725
C 2.415 3.449 3.693 0.0 0.0 0.0 -0.7997
H 3.004 0.680 5.550 0.0 0.0 0.0 0.4227
H 2.527 4.524 3.716 0.0 0.0 0.0 0.4273
```
Forces are in eV/Å.

Computed properties:
F_max   0.057 Eh/bohr
Net charge   -1
Multiplicity   1
Relative energy (zero: lowest compared OMol25 entry of this formula, charge and spin)   29.9 kcal per mole
Gap between HOMO and LUMO   0.24497 Eh
Highest occupied orbital energy   -4.43 eV
E_LUMO   0.082 hartree

---

Entry from the Open Molecules 2025 dataset: a 6-piece molecular cluster, C32H25BN5O14 overall at a distorted geometry (wB97M-V/def2-TZVPD).

Structure (XYZ):
```
77
Properties=species:S:1:pos:R:3:forces:R:3:mulliken_charge:R:1
O -0.491 2.446 -1.380 0.1 0.1 0.1 -0.6631
C -0.590 1.358 -0.892 0.1 -0.1 0.0 0.6815
O -0.156 0.977 0.299 -0.1 -0.1 -0.1 -0.6482
B -0.507 -0.453 0.504 0.2 0.1 0.4 1.9449
O -1.106 -0.903 -0.748 -0.2 0.0 0.0 -0.6384
C -1.250 0.131 -1.567 -0.1 0.2 0.0 0.4364
O -1.810 0.154 -2.621 0.0 -0.2 -0.1 -0.6622
O -1.406 -0.591 1.671 -0.2 -0.1 -0.2 -0.6758
C -0.819 -1.300 2.617 0.6 0.3 0.3 0.5445
O -1.257 -1.598 3.685 -0.3 0.0 0.2 -0.6473
C 0.607 -1.666 2.116 -0.6 -0.5 -0.8 0.4806
O 0.682 -1.232 0.859 0.4 0.0 0.1 -0.3889
O 1.429 -2.323 2.681 0.1 0.2 0.2 -0.6451
C 0.227 -3.943 -2.536 0.5 -0.2 0.3 -0.5098
C 0.002 -3.858 -3.898 0.2 -0.4 -0.4 -0.5524
C 0.756 -2.998 -4.679 0.0 0.2 0.3 -0.5725
C 1.698 -2.209 -4.039 -0.3 0.5 0.0 0.2148
C 1.909 -2.228 -2.670 0.1 -0.3 0.3 0.1042
C 1.200 -3.155 -1.921 -0.3 -0.3 -0.3 -0.4232
N 2.431 -1.229 -4.866 0.0 0.1 0.2 0.9668
O 2.970 -0.300 -4.300 0.0 -0.1 0.0 -0.5361
O 2.440 -1.399 -6.069 0.0 -0.1 -0.1 -0.6346
H -0.270 -4.705 -1.949 -0.2 0.1 0.0 0.4446
H -0.665 -4.559 -4.384 -0.2 0.2 0.1 0.3747
H 0.615 -2.882 -5.742 0.0 -0.2 0.0 0.4577
H 2.629 -1.590 -2.175 0.1 0.1 -0.3 0.2444
H 1.422 -3.332 -0.878 0.0 0.4 0.1 0.4099
C 1.923 1.377 3.067 -0.4 0.8 0.2 -0.2733
C 2.635 0.809 4.113 -0.3 -0.2 -0.5 -0.4027
C 3.773 1.440 4.577 0.0 0.3 0.7 -0.4618
C 4.100 2.696 4.093 -0.1 -0.5 -0.3 0.0770
C 3.400 3.276 3.046 0.0 0.4 0.2 -0.4130
C 2.286 2.624 2.555 0.5 -0.9 -0.6 -0.4501
N 5.255 3.394 4.676 0.0 0.3 -0.1 0.9605
O 6.002 2.768 5.401 0.0 0.0 0.0 -0.6090
O 5.384 4.575 4.403 0.1 -0.2 0.0 -0.5974
H 1.013 0.952 2.666 0.1 -0.3 0.1 0.3422
H 2.296 -0.134 4.522 0.2 0.0 0.0 0.4370
H 4.353 1.022 5.388 0.0 0.0 -0.1 0.4445
H 3.711 4.228 2.640 0.1 0.0 0.1 0.4523
H 1.821 2.948 1.631 -0.3 0.3 0.3 0.4572
C -3.508 3.424 -2.085 0.7 0.2 -0.3 -0.0591
C -4.423 2.931 -1.177 -0.6 0.0 0.0 -0.2206
C -5.597 3.636 -0.924 0.3 -0.5 0.5 -0.5053
C -5.779 4.871 -1.504 0.2 -0.1 -0.1 0.0530
C -4.863 5.375 -2.403 0.3 0.5 -0.5 -0.3169
C -3.725 4.646 -2.710 -0.8 -0.3 -0.1 -0.7200
N -6.990 5.630 -1.204 -0.3 0.0 -0.1 0.9324
O -7.627 5.300 -0.221 0.0 0.1 -0.1 -0.5787
O -7.304 6.528 -1.965 0.1 0.0 0.2 -0.5879
H -2.592 2.910 -2.346 -0.2 -0.3 0.2 0.3432
H -4.319 1.974 -0.683 0.3 0.0 -0.1 0.4494
H -6.337 3.196 -0.272 -0.1 0.2 0.1 0.4072
H -5.042 6.325 -2.890 -0.1 -0.1 0.1 0.4049
H -3.116 4.937 -3.554 0.3 0.3 0.3 0.3605
N 5.216 -1.126 -0.214 0.3 -0.4 0.2 -0.6550
C 5.645 -0.648 -1.371 0.1 0.6 -0.3 -0.3565
C 5.113 0.494 -1.961 0.2 -0.1 -0.3 -0.3074
C 3.998 1.080 -1.399 0.1 0.3 0.4 -0.6369
C 3.521 0.553 -0.211 -0.5 -0.3 0.3 0.4076
C 4.191 -0.515 0.367 0.1 -0.1 -0.1 -0.4024
H 6.489 -1.141 -1.841 0.0 -0.1 0.1 0.3513
H 5.563 0.921 -2.849 0.0 -0.2 -0.1 0.3926
H 3.581 1.985 -1.821 -0.2 -0.2 -0.1 0.4337
H 2.616 0.879 0.288 0.1 0.4 -0.2 0.2284
H 3.917 -0.902 1.342 -0.3 0.0 0.0 0.5183
N -4.277 -3.968 1.064 0.2 0.4 -0.1 -0.5361
C -4.809 -4.827 1.916 -0.2 -0.2 -0.2 -0.3079
C -4.084 -5.539 2.863 -0.4 -0.1 0.0 -0.3071
C -2.734 -5.286 2.950 0.3 0.4 0.0 -0.6524
C -2.180 -4.307 2.133 0.3 -0.8 0.3 -0.0795
C -2.975 -3.701 1.181 0.1 0.0 -0.3 -0.3727
H -5.876 -4.977 1.788 0.0 -0.1 0.2 0.3741
H -4.599 -6.276 3.464 0.1 0.0 0.1 0.3664
H -2.050 -5.784 3.624 -0.3 -0.2 0.2 0.3863
H -1.115 -4.175 2.277 0.0 0.5 -0.4 0.3406
H -2.568 -3.010 0.448 0.0 0.1 0.1 0.7819
```
Forces are in eV/Å.

Computed properties:
F_max   0.023 Eh/bohr
Net charge   -1
Multiplicity   1
Gap between HOMO and LUMO   0.32972 Eh
Highest occupied orbital energy   -7.64 eV
E_LUMO   0.049 hartree

---

Entry from the Open Molecules 2025 dataset: C32H25BaN4OS2Se as an isolated structure at a distorted geometry (wB97M-V/def2-TZVPD).

Structure (XYZ):
```
66
Properties=species:S:1:pos:R:3:forces:R:3:mulliken_charge:R:1
Ba -1.902 -1.073 -0.050 -1.0 0.2 0.4 2.0100
S -1.759 1.228 4.579 0.0 0.0 0.0 -0.3506
C -1.760 -0.465 4.946 0.0 0.0 0.0 1.0474
C -1.726 -1.098 6.184 0.0 0.0 0.0 -0.6887
C -1.730 -2.480 6.210 0.0 0.0 0.0 -0.4654
C -1.770 -3.218 5.024 0.0 0.0 0.0 -0.6734
C -1.806 -2.586 3.797 0.0 0.0 0.0 -0.4585
C -1.801 -1.193 3.754 0.0 0.1 0.0 -0.3680
N -1.836 -0.416 2.603 0.0 0.0 0.0 -0.2146
C -1.825 0.862 2.874 0.1 0.0 0.0 -0.0194
C -1.829 1.928 1.854 0.1 0.1 -0.1 1.5473
C -1.979 3.258 2.268 -0.1 -0.1 0.1 -0.7343
C -1.987 4.281 1.337 0.0 0.0 0.0 -0.7048
C -1.835 3.968 -0.008 0.0 0.0 0.0 -0.7770
C -1.680 2.641 -0.397 0.0 0.0 0.0 -0.3707
C -1.668 1.562 0.499 0.2 0.1 0.0 -0.8504
H -1.695 -0.525 7.101 0.0 0.0 0.0 0.4120
H -1.702 -2.996 7.161 0.0 0.0 0.0 0.3915
H -1.772 -4.299 5.071 0.0 0.0 0.0 0.3925
H -1.836 -3.165 2.881 0.0 0.0 0.0 0.3039
H -2.103 3.503 3.318 0.0 0.0 0.0 0.3321
H -2.107 5.308 1.656 0.0 0.0 0.0 0.4220
H -1.835 4.758 -0.750 0.0 0.0 0.0 0.4186
H -1.572 2.455 -1.467 0.0 0.0 0.0 0.4568
O 0.405 -1.230 -0.786 0.6 -0.1 -0.4 -0.6590
S 1.485 -0.807 -1.779 0.1 0.1 0.1 0.3189
C 1.760 0.930 -1.360 0.0 0.0 0.0 -0.8157
C 2.936 1.517 -2.089 0.0 0.0 0.0 0.5381
C 3.963 2.120 -1.375 0.0 0.0 0.0 -0.4434
C 5.054 2.660 -2.039 0.0 0.0 0.0 -0.6106
C 5.132 2.586 -3.421 0.0 0.0 0.0 -0.4702
C 4.108 1.985 -4.142 0.0 0.0 0.0 -0.6981
C 3.009 1.461 -3.479 0.0 0.0 0.0 -0.1413
C 3.006 -1.553 -1.145 0.0 0.0 0.0 -1.3120
C 4.095 -1.579 -2.185 0.0 0.0 0.0 0.8404
C 5.300 -0.927 -1.958 0.0 0.0 0.0 -0.3338
C 6.302 -0.951 -2.917 0.0 0.0 0.0 -0.6650
C 6.103 -1.623 -4.114 0.0 0.0 0.0 -0.4375
C 4.902 -2.281 -4.346 0.0 0.0 0.0 -0.6964
C 3.905 -2.262 -3.384 0.0 0.0 0.0 -0.2483
H 1.871 0.956 -0.274 0.0 0.0 0.0 0.5833
H 0.816 1.421 -1.606 0.0 0.0 0.0 0.1075
H 3.905 2.174 -0.294 0.0 0.0 0.0 0.3982
H 5.845 3.137 -1.475 0.0 0.0 0.0 0.3993
H 5.987 3.002 -3.939 0.0 0.0 0.0 0.4301
H 4.163 1.928 -5.221 0.0 0.0 0.0 0.4318
H 2.208 1.002 -4.047 0.0 0.0 0.0 0.4006
H 2.678 -2.557 -0.869 0.0 0.0 0.0 0.5433
H 3.295 -1.020 -0.238 0.0 0.0 0.0 0.4018
H 5.456 -0.393 -1.029 0.0 0.0 0.0 0.3580
H 7.237 -0.441 -2.730 0.0 0.0 0.0 0.4148
H 6.883 -1.640 -4.864 0.0 0.0 0.0 0.4165
H 4.745 -2.815 -5.274 0.0 0.0 0.0 0.4119
H 2.972 -2.783 -3.568 0.0 0.0 0.0 0.3612
Se -5.462 1.924 0.395 0.1 0.1 0.0 0.3775
N -6.973 1.048 0.662 0.0 0.0 0.0 -0.7803
C -6.695 -0.239 0.563 0.1 -0.1 0.0 0.5926
C -7.613 -1.324 0.699 0.0 0.1 0.0 -0.4445
C -7.116 -2.577 0.555 0.0 0.0 0.0 -0.5009
C -5.722 -2.784 0.289 -0.1 0.1 0.1 -0.4389
N -4.840 -1.835 0.160 0.0 -0.2 -0.1 -0.2069
C -5.319 -0.557 0.284 -0.1 0.0 0.0 0.5165
N -4.502 0.465 0.151 0.1 -0.1 -0.1 -0.2624
H -8.656 -1.126 0.906 0.0 0.0 0.0 0.4717
H -7.754 -3.445 0.643 0.0 0.0 0.0 0.3766
H -5.361 -3.803 0.193 0.0 0.0 0.0 0.4167
```
Forces are in eV/Å.

Computed properties:
F_max   0.021 Eh/bohr
Net charge   +1
Multiplicity   1
Relative energy (zero: lowest compared OMol25 entry of this formula, charge and spin)   0.0 kcal per mole
Gap between HOMO and LUMO   0.23388 Eh
Highest occupied orbital energy   -10.05 eV
E_LUMO   -0.135 hartree

---

Entry from the Open Molecules 2025 dataset: C32H25CaN2PS6 as an isolated structure (wB97M-V/def2-TZVPD).

Structure (XYZ):
```
67
Properties=species:S:1:pos:R:3:forces:R:3:mulliken_charge:R:1
Ca 1.000 -0.190 2.077 -0.4 -0.1 0.4 1.1248
C 0.440 6.058 -2.039 0.0 0.0 0.0 -0.4811
C 1.251 5.950 -0.916 0.0 0.0 0.0 -0.6099
C 1.335 4.748 -0.235 0.0 0.0 0.0 -0.3795
C 0.623 3.634 -0.678 0.0 0.0 -0.1 0.0692
C -0.184 3.749 -1.806 0.0 0.0 0.0 -0.2540
C -0.279 4.959 -2.480 0.0 0.0 0.0 -0.7160
P 0.816 2.088 0.245 0.2 0.0 0.2 0.6102
C -0.435 0.964 -0.468 0.0 -0.1 0.1 -0.1307
C -0.183 0.073 -1.511 0.0 0.0 0.0 -0.5685
C -1.163 -0.822 -1.915 0.0 0.0 0.0 -0.6212
C -2.401 -0.835 -1.287 -0.1 0.1 0.0 0.2970
C -2.662 0.046 -0.244 0.0 0.0 -0.1 -1.0896
C -1.678 0.931 0.170 -0.1 0.0 0.0 -0.2933
C 2.398 1.339 -0.268 -0.1 0.1 0.0 0.9533
C 3.090 1.752 -1.406 0.1 0.0 0.0 -0.2310
C 4.287 1.135 -1.732 0.0 0.0 0.0 -0.6259
C 4.762 0.108 -0.926 0.0 0.1 0.0 -0.5979
C 4.044 -0.291 0.195 0.0 -0.1 0.1 -0.4955
C 2.837 0.306 0.596 0.3 0.1 -0.4 -0.8767
H 0.366 7.001 -2.565 0.0 0.0 0.0 0.3750
H 1.814 6.805 -0.566 0.0 0.0 0.0 0.4012
H 1.961 4.672 0.647 0.0 0.0 0.0 0.3475
H -0.746 2.893 -2.160 0.0 0.0 0.0 0.3460
H -0.912 5.038 -3.353 0.0 0.0 0.0 0.4102
H 0.793 0.072 -1.982 0.0 0.0 0.0 0.5036
H -0.961 -1.515 -2.721 0.0 0.0 0.0 0.4526
H -3.160 -1.538 -1.603 0.0 0.0 0.0 0.2140
H -3.620 0.032 0.257 -0.1 0.0 0.0 0.4193
H -1.865 1.591 1.012 0.0 0.0 0.0 0.4506
H 2.709 2.556 -2.026 0.0 0.0 0.0 0.3906
H 4.845 1.455 -2.602 0.0 0.0 0.0 0.4065
H 5.698 -0.377 -1.174 0.0 0.0 0.0 0.3647
H 4.466 -1.096 0.792 0.0 0.0 0.0 0.4145
S -1.756 -5.589 -1.508 0.1 0.0 0.0 -0.1701
C -1.045 -4.282 -0.524 0.0 0.0 0.0 0.5202
C -1.796 -3.614 0.432 -0.1 0.0 0.0 -0.8556
C -1.213 -2.584 1.146 0.0 0.0 0.0 -0.3146
N 0.055 -2.207 0.959 0.1 0.0 0.2 -0.1594
C 0.785 -2.873 0.061 0.0 0.0 -0.1 -0.4309
C 0.282 -3.915 -0.698 0.0 0.0 0.0 -0.4747
C -2.959 -4.609 -2.386 -0.1 0.1 0.0 0.2293
C -4.273 -4.532 -1.948 0.0 0.0 0.0 -0.1187
C -5.164 -3.737 -2.655 -0.1 0.0 0.0 -0.4421
N -4.836 -3.043 -3.740 0.1 0.0 0.0 -0.6020
C -3.577 -3.144 -4.162 0.0 0.1 -0.1 -0.3399
C -2.609 -3.908 -3.531 0.1 0.0 0.0 -0.2668
H -2.826 -3.881 0.618 0.0 0.0 0.0 0.3841
H -1.769 -2.036 1.899 0.0 0.0 0.0 0.4253
H 1.804 -2.529 -0.079 0.0 0.0 0.0 0.3785
H 0.910 -4.411 -1.424 0.0 0.0 0.0 0.4630
H -4.599 -5.082 -1.076 0.0 0.0 0.0 0.4565
H -6.193 -3.659 -2.326 0.0 0.0 0.0 0.3654
H -3.326 -2.583 -5.055 0.0 0.0 0.0 0.3819
H -1.603 -3.955 -3.921 0.0 0.0 0.0 0.4652
C 2.107 2.975 3.993 0.1 -0.1 -0.1 -0.4388
S 0.741 2.867 5.168 -0.1 0.0 0.0 -0.0581
C 0.847 1.179 5.626 0.0 0.1 0.0 0.0809
C 0.109 0.166 5.123 -0.1 -0.1 -0.5 -0.2762
S -1.058 0.170 3.811 0.0 0.1 0.2 -0.2625
S 0.438 -1.395 5.832 0.0 -0.2 0.0 -0.0280
C 1.675 -0.932 6.957 0.1 -0.1 0.1 0.0964
S 2.448 -1.987 7.945 0.0 0.1 -0.1 -0.2401
S 1.967 0.765 6.907 0.1 0.1 0.1 -0.0812
H 2.205 4.025 3.720 0.0 0.0 0.0 0.3218
H 1.896 2.410 3.081 0.0 0.1 0.0 0.0311
H 3.048 2.640 4.426 0.0 0.0 0.1 0.3799
```
Forces are in eV/Å.

Computed properties:
F_max   0.012 Eh/bohr
Multiplicity   1
Relative energy (zero: lowest compared OMol25 entry of this formula, charge and spin)   0.0 kcal per mole
Gap between HOMO and LUMO   0.25726 Eh
Highest occupied orbital energy   -7.53 eV
E_LUMO   -0.020 hartree